{
  "formula": "C9H18AsF6O9Tl",
  "method": "wB97M-V/def2-TZVPD",
  "species": ["Tl", "As", "F", "F", "F", "F", "F", "F", "C", "O", "C", "O", "O", "C", "H", "H", "H", "H", "H", "H", "C", "O", "C", "O", "O", "C", "H", "H", "H", "H", "H", "H", "C", "O", "C", "O", "O", "C", "H", "H", "H", "H", "H", "H"],
  "xyz": [[-17.496, 5.656, -4.227], [-20.041, 2.054, -5.579], [-19.943, 1.323, -3.977], [-18.876, 0.839, -6.143], [-20.083, 2.749, -7.248], [-21.282, 3.258, -5.076], [-18.726, 3.140, -5.034], [-21.389, 0.878, -6.005], [-22.334, 7.331, -4.469], [-22.150, 6.819, -5.720], [-21.051, 6.118, -6.050], [-20.100, 5.849, -5.315], [-21.039, 5.641, -7.362], [-22.146, 5.558, -8.179], [-23.309, 7.815, -4.399], [-21.554, 8.038, -4.187], [-22.207, 6.527, -3.746], [-21.700, 5.335, -9.148], [-22.664, 6.515, -8.118], [-22.830, 4.728, -8.003], [-12.742, 5.225, -0.714], [-13.415, 5.147, -1.935], [-13.810, 6.170, -2.668], [-14.632, 6.085, -3.563], [-13.167, 7.306, -2.327], [-13.314, 8.466, -3.148], [-13.370, 5.912, -0.147], [-11.714, 5.578, -0.798], [-12.828, 4.241, -0.254], [-13.335, 8.090, -4.170], [-12.475, 9.154, -3.036], [-14.213, 9.066, -3.005], [-23.219, 4.252, -1.765], [-22.026, 4.581, -2.401], [-20.764, 4.322, -1.909], [-19.700, 4.518, -2.597], [-20.863, 3.787, -0.659], [-19.767, 3.532, 0.189], [-23.399, 3.224, -1.449], [-24.057, 4.409, -2.444], [-23.407, 4.793, -0.838], [-18.989, 4.290, 0.096], [-19.180, 2.626, 0.040], [-20.087, 3.494, 1.230]],
  "nbo_charge": [0.97, 2.80, -0.61, -0.60, -0.63, -0.64, -0.66, -0.61, -0.28, -0.46, 0.97, -0.34, -0.14, -0.29, 0.23, 0.20, 0.23, 0.27, 0.26, 0.32, -0.25, -0.49, 1.02, -0.70, -0.51, -0.26, 0.19, 0.20, 0.21, 0.20, 0.21, 0.19, -0.27, -0.51, 1.04, -0.69, -0.50, -0.26, 0.21, 0.20, 0.19, 0.19, 0.21, 0.21],
  "max_force_ev_per_a": 5.40,
  "energy_ev": -109880.797,
  "spin_multiplicity": 2,
  "charge": 1
}

{
  "formula": "C9H18B2F3NO9S",
  "method": "wB97M-V/def2-TZVPD",
  "species": ["C", "C", "O", "B", "O", "C", "B", "N", "O", "O", "C", "O", "O", "C", "S", "O", "O", "C", "F", "F", "F", "H", "H", "H", "H", "H", "H", "H", "H", "H", "H", "C", "C", "C", "O", "H", "H", "H", "H", "H", "H", "H", "H"],
  "xyz": [[-1.488, -1.265, -0.470], [0.012, -1.105, -0.226], [0.663, -0.713, -1.435], [2.018, -0.814, -1.435], [2.580, -1.942, -1.994], [3.035, 0.294, -0.844], [4.546, -0.111, -0.542], [4.996, -0.017, 0.864], [5.373, -0.539, -1.524], [3.130, 1.209, -2.021], [2.376, 2.313, -1.774], [2.387, 3.344, -2.385], [1.614, 2.050, -0.637], [2.576, 1.375, 0.140], [2.132, 1.077, 1.868], [2.962, 1.909, 2.680], [0.746, 1.362, 2.056], [2.473, -0.668, 2.444], [2.574, -1.567, 1.463], [3.565, -0.692, 3.168], [1.460, -1.001, 3.211], [-2.043, -0.571, 0.146], [-1.794, -2.274, -0.231], [-1.727, -1.062, -1.503], [0.128, -0.307, 0.502], [0.393, -2.039, 0.180], [3.077, -2.454, -1.356], [5.784, 0.609, 0.962], [5.230, -0.911, 1.273], [6.068, -1.067, -1.128], [3.423, 2.055, 0.230], [-5.875, 1.279, -0.986], [-5.252, 0.034, -0.374], [-6.240, -0.695, 0.523], [-4.087, 0.388, 0.371], [-6.176, 1.981, -0.203], [-5.155, 1.794, -1.622], [-6.754, 1.031, -1.583], [-4.916, -0.635, -1.168], [-6.552, -0.053, 1.351], [-5.779, -1.583, 0.958], [-7.129, -1.001, -0.031], [-4.357, 0.980, 1.080]],
  "nbo_charge": [-0.64, -0.07, -0.74, 1.23, -0.90, -0.44, 1.10, -1.18, -0.84, -0.49, 0.97, -0.53, -0.49, -0.15, 2.06, -0.90, -0.89, 0.77, -0.33, -0.29, -0.29, 0.25, 0.20, 0.23, 0.18, 0.16, 0.50, 0.40, 0.39, 0.50, 0.22, -0.63, 0.09, -0.63, -0.72, 0.20, 0.22, 0.21, 0.18, 0.20, 0.22, 0.21, 0.46],
  "max_force_ev_per_a": 2.88,
  "smiles": "CCOB(O)[C@@]1(B(N)O)OC(=O)O[C@H]1S(=O)(=O)C(F)(F)F.CC(C)O",
  "energy_ev": -49884.533,
  "e_above_lowest_kj_mol": 0.00
}

{
  "formula": "C9H18Cl10NO4P",
  "method": "wB97M-V/def2-TZVPD",
  "species": ["O", "P", "N", "C", "O", "O", "C", "C", "C", "O", "H", "H", "H", "H", "H", "H", "H", "H", "C", "Cl", "Cl", "H", "H", "C", "Cl", "Cl", "H", "H", "C", "Cl", "Cl", "H", "H", "C", "Cl", "Cl", "H", "H", "C", "Cl", "Cl", "H", "H"],
  "xyz": [[3.215, -0.499, 1.964], [2.904, 0.897, 1.625], [1.253, 1.296, 1.500], [0.695, 2.066, 2.516], [1.156, 2.141, 3.606], [-0.430, 2.736, 2.168], [-1.457, 2.022, 1.456], [-1.970, 0.842, 2.265], [-1.426, -0.481, 1.936], [-2.821, -0.014, 1.592], [3.324, 1.285, 0.346], [3.399, 1.861, 2.502], [1.002, 1.622, 0.572], [-2.273, 2.724, 1.305], [-1.101, 1.646, 0.500], [-2.169, 1.045, 3.318], [-1.553, -1.329, 2.590], [-0.950, -0.558, 0.972], [0.460, -4.516, 1.243], [-0.745, -5.707, 0.743], [0.140, -2.922, 0.553], [0.443, -4.431, 2.322], [1.431, -4.847, 0.896], [1.680, -1.860, -3.263], [1.615, -1.282, -4.929], [2.342, -0.641, -2.156], [0.676, -2.098, -2.937], [2.318, -2.734, -3.223], [-0.438, 6.209, 1.243], [-1.745, 7.330, 0.850], [0.906, 6.309, 0.095], [-0.064, 6.445, 2.232], [-0.826, 5.198, 1.213], [-0.709, -6.646, -3.063], [-0.706, -4.903, -2.780], [0.451, -7.132, -4.304], [-0.442, -7.136, -2.134], [-1.700, -6.935, -3.387], [-1.138, 2.722, -2.447], [-2.740, 2.470, -1.741], [-0.089, 1.295, -2.352], [-1.270, 2.978, -3.491], [-0.649, 3.530, -1.915]],
  "nbo_charge": [-1.06, 1.69, -0.99, 0.90, -0.57, -0.53, -0.10, 0.03, -0.13, -0.50, -0.11, -0.07, 0.42, 0.21, 0.18, 0.19, 0.21, 0.20, -0.39, -0.03, -0.03, 0.23, 0.23, -0.39, -0.02, -0.04, 0.23, 0.23, -0.39, -0.02, -0.04, 0.23, 0.22, -0.39, -0.03, -0.02, 0.23, 0.22, -0.40, -0.02, -0.03, 0.23, 0.22],
  "max_force_ev_per_a": 2.64,
  "smiles": "O=[PH2]NC(=O)OC[C@@H]1CO1.ClCCl.ClCCl.ClCCl.ClCCl.ClCCl",
  "energy_ev": -153817.343
}

{
  "formula": "C9H18Cl2SV",
  "method": "wB97M-V/def2-TZVPD",
  "species": ["V", "Cl", "Cl", "C", "H", "H", "C", "C", "H", "C", "H", "C", "H", "H", "C", "H", "H", "C", "H", "H", "H", "H", "C", "S", "C", "H", "H", "H", "H", "H", "H"],
  "xyz": [[-0.711, -0.334, 0.267], [-0.057, 0.090, 2.307], [-1.675, -1.598, -1.248], [-2.720, 0.515, 0.690], [-3.369, -0.278, 0.286], [-3.181, 1.138, 1.471], [0.784, 0.074, -0.672], [-1.877, 1.279, -0.209], [1.667, -0.596, -0.728], [-1.502, 2.671, 0.204], [-1.864, 1.027, -1.274], [-0.462, 3.299, -0.712], [-2.447, 3.240, 0.154], [-1.189, 2.684, 1.258], [0.862, 2.592, -0.631], [-0.869, 3.251, -1.719], [-0.361, 4.351, -0.451], [0.905, 1.302, -1.476], [1.639, 3.264, -0.999], [1.114, 2.338, 0.402], [0.107, 1.292, -2.226], [1.839, 1.308, -2.065], [0.752, -4.332, 1.760], [0.729, -2.785, 0.872], [2.197, -2.929, -0.119], [-0.154, -4.375, 2.378], [1.633, -4.377, 2.413], [0.729, -5.151, 1.031], [2.510, -3.979, -0.078], [1.968, -2.695, -1.171], [3.003, -2.286, 0.286]],
  "nbo_charge": [0.70, -0.36, -0.39, -0.43, 0.25, 0.23, -0.30, -0.31, 0.20, -0.43, 0.27, -0.39, 0.22, 0.23, -0.40, 0.19, 0.21, -0.49, 0.21, 0.22, 0.21, 0.21, -0.73, 0.26, -0.76, 0.24, 0.22, 0.22, 0.23, 0.23, 0.22],
  "max_force_ev_per_a": 3.69,
  "energy_ev": -71190.163,
  "spin_multiplicity": 2
}

{
  "formula": "C9H18ClIO3PY",
  "method": "wB97M-V/def2-TZVPD",
  "species": ["C", "C", "H", "H", "H", "O", "I", "Y", "P", "C", "C", "H", "H", "H", "C", "H", "H", "H", "H", "H", "H", "C", "O", "Cl", "C", "C", "C", "O", "H", "H", "H", "H", "H", "H"],
  "xyz": [[-0.143, 2.498, -0.231], [-0.537, 1.451, -1.267], [-0.539, 3.465, -0.605], [0.955, 2.682, -0.132], [-0.569, 2.375, 0.798], [-1.259, 1.717, -2.176], [0.164, -2.880, -0.168], [0.296, 0.003, 1.272], [1.807, 0.169, -1.233], [1.554, -0.655, -2.822], [2.598, 1.687, -1.853], [3.566, -0.468, 0.330], [4.100, -0.544, -1.376], [3.084, -1.841, -0.681], [3.278, -0.769, -0.683], [2.937, 2.314, -1.023], [3.474, 1.399, -2.450], [2.479, -0.580, -3.404], [0.733, -0.202, -3.375], [1.915, 2.275, -2.473], [1.319, -1.705, -2.663], [-0.848, -0.871, -1.181], [-1.697, -0.925, -1.950], [1.902, 1.095, 2.748], [-3.993, -0.881, 1.835], [-2.642, -0.814, 2.414], [-2.339, -1.618, 3.624], [-1.734, -0.102, 1.855], [-4.713, -1.247, 2.590], [-4.007, -1.600, 0.997], [-4.301, 0.105, 1.452], [-1.783, -2.532, 3.381], [-1.780, -1.055, 4.382], [-3.277, -1.946, 4.068]],
  "nbo_charge": [-0.79, 0.66, 0.34, 0.31, 0.26, -0.33, 0.03, 1.71, 0.81, -0.95, -0.95, 0.26, 0.27, 0.26, -0.93, 0.26, 0.27, 0.27, 0.25, 0.25, 0.26, 0.32, -0.48, -0.52, -0.75, 0.76, -0.76, -0.80, 0.27, 0.30, 0.28, 0.29, 0.28, 0.27],
  "max_force_ev_per_a": 4.76,
  "energy_ev": -46706.900,
  "charge": 2
}

{
  "formula": "C9H18F6N6NaO5S2",
  "method": "wB97M-V/def2-TZVPD",
  "species": ["Na", "N", "C", "C", "N", "C", "C", "N", "C", "C", "N", "H", "H", "H", "H", "H", "H", "H", "H", "H", "H", "H", "H", "H", "H", "H", "H", "H", "H", "F", "C", "F", "F", "S", "O", "O", "N", "S", "O", "O", "C", "F", "F", "F", "O", "C", "N"],
  "xyz": [[-0.034, -0.150, 0.167], [-0.536, -2.234, -0.962], [-1.506, -2.190, -2.039], [-2.625, -1.203, -1.718], [-2.164, 0.157, -1.468], [-3.157, 0.922, -0.722], [-2.601, 2.148, -0.010], [-1.509, 1.754, 0.869], [-1.696, 0.839, -2.666], [-0.391, 1.622, -2.494], [0.683, 0.741, -2.054], [0.279, -2.788, -1.189], [-0.908, -2.583, -0.082], [-1.982, -3.157, -2.261], [-0.983, -1.891, -2.953], [-3.117, -1.546, -0.804], [-3.378, -1.237, -2.526], [-3.557, 0.271, 0.058], [-3.989, 1.234, -1.380], [-3.448, 2.607, 0.520], [-2.237, 2.897, -0.719], [-1.869, 1.117, 1.583], [-1.084, 2.544, 1.337], [-2.466, 1.532, -3.045], [-1.536, 0.100, -3.457], [-0.517, 2.389, -1.731], [-0.187, 2.139, -3.444], [1.535, 1.239, -1.833], [0.907, 0.033, -2.743], [5.144, 0.013, 0.950], [4.747, -1.249, 0.769], [5.461, -2.032, 1.578], [5.030, -1.592, -0.495], [2.936, -1.447, 1.057], [2.340, -0.530, 0.113], [2.726, -2.847, 0.847], [2.832, -1.053, 2.565], [1.965, 0.096, 3.193], [1.052, 0.732, 2.278], [1.529, -0.272, 4.499], [3.216, 1.410, 3.524], [4.246, 0.939, 4.231], [2.648, 2.401, 4.225], [3.693, 1.934, 2.390], [-0.750, -1.807, 1.900], [-1.846, -1.271, 2.032], [-2.895, -0.732, 2.108]],
  "nbo_charge": [0.87, -0.88, -0.21, -0.22, -0.46, -0.24, -0.21, -0.89, -0.22, -0.22, -0.85, 0.37, 0.40, 0.16, 0.17, 0.22, 0.16, 0.26, 0.15, 0.17, 0.17, 0.41, 0.37, 0.17, 0.19, 0.20, 0.16, 0.38, 0.36, -0.32, 0.71, -0.32, -0.33, 2.28, -0.97, -0.93, -1.24, 2.29, -0.95, -0.91, 0.70, -0.32, -0.32, -0.32, -0.76, 0.60, -0.79],
  "max_force_ev_per_a": 0.26,
  "energy_ev": -71199.405,
  "charge": -1,
  "e_above_lowest_kj_mol": 0.00
}

Which formula does entry 5 have?
C9H18ClIO3PY